{"formula": "C4H4FP", "method": "ωB97M-V/def2-TZVPD", "e_lumo_ev": 0.80, "elements": ["C", "C", "C", "C", "F", "P", "H", "H", "H", "H"], "positions_angstrom": [[-0.199, -1.435, 0.263], [-1.232, -0.642, 0.239], [0.681, 1.227, 0.057], [1.346, 0.109, -0.030], [2.617, -0.191, -0.037], [-1.121, 1.228, 0.199], [0.044, -2.478, 0.383], [-2.289, -0.980, 0.229], [1.321, 2.076, -0.161], [-1.168, 1.085, -1.141]], "forces_ev_per_a": [[3.08, 3.21, -0.43], [-1.23, 0.13, 0.31], [1.16, 0.56, -0.48], [-3.24, -4.28, 1.69], [0.19, 0.29, -0.37], [0.64, -1.01, 0.80], [-0.11, 0.04, -0.23], [0.71, -0.06, 0.21], [-0.43, 0.60, 0.33], [-0.78, 0.52, -1.84]]}

{"formula": "H20O10", "method": "ωB97M-V/def2-TZVPD", "smiles": "O.O.O.O.O.O.O.O.O.O", "e_lumo_ev": -0.58, "elements": ["O", "H", "H", "O", "H", "H", "O", "H", "H", "O", "H", "H", "O", "H", "H", "O", "H", "H", "O", "H", "H", "O", "H", "H", "O", "H", "H", "O", "H", "H"], "positions_angstrom": [[-2.427, 1.704, 1.802], [-3.263, 1.694, 1.328], [-2.096, 0.817, 1.783], [-1.965, -0.952, 1.829], [-1.923, -0.859, 2.759], [-1.037, -1.054, 1.528], [1.521, -1.027, 2.457], [2.191, -1.418, 3.006], [1.698, -1.342, 1.543], [1.057, -0.682, -2.381], [1.006, 0.084, -3.016], [0.494, -1.276, -2.846], [-0.115, -0.488, -0.117], [-0.976, -0.413, -0.476], [0.460, -0.535, -0.877], [2.607, -2.987, -2.246], [3.448, -2.985, -2.645], [2.277, -2.127, -2.485], [-2.533, 0.354, -1.259], [-2.997, -0.394, -0.907], [-2.176, 0.161, -2.149], [-1.819, 3.127, -0.781], [-2.001, 2.214, -0.932], [-1.497, 3.012, 0.120], [0.849, 1.691, 1.271], [0.435, 1.024, 0.713], [0.552, 1.384, 2.147], [2.970, 0.592, 0.079], [3.011, -0.346, 0.256], [2.243, 1.024, 0.502]], "forces_ev_per_a": [[-0.28, 1.58, 0.17], [0.03, -0.04, 0.01], [0.04, -1.08, -0.25], [0.59, -0.36, -1.62], [0.05, -0.09, 1.61], [-0.43, -0.07, 0.21], [-0.47, -0.13, -1.16], [0.47, -0.27, 0.31], [-0.26, 0.28, 0.99], [0.42, 1.97, -1.73], [0.58, -0.56, 1.23], [-0.88, -1.39, -0.39], [0.92, -0.41, 1.74], [-1.59, 0.48, -0.49], [0.66, 0.00, -0.54], [-1.18, -0.45, 0.64], [1.76, -0.35, -0.66], [-0.30, 0.70, 0.14], [0.87, 0.61, -0.87], [-0.53, -0.76, -0.02], [-0.70, -0.12, 0.69], [0.39, 0.60, 0.35], [-0.58, -1.06, -0.69], [0.19, 0.60, 0.41], [-0.45, 0.19, 0.83], [-0.43, -0.20, -0.45], [0.49, 0.38, -0.29], [1.75, -0.38, -1.57], [-0.25, 0.07, 0.26], [-0.90, 0.26, 1.17]]}

{"formula": "F4H2N2Na2O9S4", "method": "ωB97M-V/def2-TZVPD", "e_lumo_ev": -1.27, "elements": ["Na", "Na", "N", "S", "O", "O", "F", "S", "O", "O", "F", "N", "S", "O", "O", "F", "S", "O", "O", "F", "O", "H", "H"], "positions_angstrom": [[-11.551, 0.465, -8.987], [-11.447, 3.119, -10.316], [-10.715, 1.084, -11.146], [-11.427, 0.147, -12.377], [-11.303, -1.270, -12.285], [-11.390, 0.723, -13.685], [-12.917, 0.478, -11.858], [-9.233, 0.968, -11.655], [-8.812, 1.861, -12.708], [-8.595, -0.302, -11.502], [-8.612, 1.796, -10.388], [-11.862, 2.500, -8.051], [-11.033, 2.962, -6.631], [-11.190, 2.022, -5.559], [-10.834, 4.350, -6.370], [-9.623, 2.478, -7.258], [-13.199, 3.218, -7.547], [-13.284, 4.631, -7.804], [-13.957, 2.710, -6.425], [-14.107, 2.709, -8.795], [-11.894, -1.842, -8.049], [-12.858, -1.886, -8.122], [-11.576, -2.623, -8.523]], "forces_ev_per_a": [[0.21, -1.06, 0.33], [0.04, 0.65, -0.15], [-1.67, -1.94, -2.15], [-3.08, -0.07, -1.15], [0.26, 0.74, 0.92], [0.47, 0.15, 1.17], [0.45, -0.15, 0.22], [6.67, 2.69, 1.13], [-1.42, -1.29, 0.44], [-1.14, 0.13, -0.50], [-0.74, -0.27, 0.10], [0.14, 1.66, 3.04], [5.06, -2.24, 1.00], [-0.69, 0.90, -0.99], [-0.88, -0.78, -0.62], [-0.49, 0.37, -0.05], [-6.83, 1.56, -1.84], [1.16, -0.71, 0.42], [2.09, 0.07, -0.89], [0.50, -0.70, -0.26], [-0.23, 0.39, -0.45], [0.13, -0.22, 0.18], [0.02, 0.12, 0.08]]}

Respective orbital gap values: 10.23, 9.84, 10.34 eV.
Respective max |F| values: 5.63, 2.65, 7.28 eV/Å.
Respective electronic energy values: -595.8644, -764.3738, -3104.7185 Ha.